1.
C20H29Cl2FO15 | the ωB97M-V functional and the def2-TZVPD basis

Structure (XYZ):
```
67
C20H29Cl2FO15 (the ωB97M-V functional and the def2-TZVPD basis)
C 0.80467 7.07017 -3.32995
H -6.52084 -4.32791 0.72902
O 3.06725 -0.96652 -4.14413
H 2.89997 -3.57149 -1.72272
O 0.42032 2.80643 -0.03381
H 0.51411 0.29339 3.43680
H 3.02170 -1.83876 0.41789
H 1.37993 6.48643 -1.33326
H -3.14708 -1.42975 -3.97852
C -1.01776 0.97088 0.04267
C -3.07042 -3.01475 0.09622
H 2.74701 4.84964 -3.58512
O -4.34054 -3.19199 0.52788
O 3.17473 -0.31312 8.16751
F -1.83484 3.22328 0.24000
C 3.14047 -0.88006 4.78045
H 0.45771 1.17261 4.88916
O -1.60972 4.56251 -3.07618
H -1.45654 -1.96025 -3.78669
H 3.13482 -1.85819 4.29948
H -1.97106 0.62105 0.43882
C 2.43809 -1.51704 -3.27882
O 2.85619 -1.62181 -2.06051
C -3.19011 -5.07651 1.08524
C 1.76402 -0.59542 5.19887
O 3.68739 -0.95504 6.05329
C -0.58567 5.29303 -2.92280
H 1.18042 -1.48368 4.95698
H 2.05134 -3.22847 0.75157
C 2.25811 -2.75746 -1.38586
O 1.71798 -0.09815 6.50909
C 2.10270 -2.34265 0.11850
H 0.87647 8.12824 -3.07809
H 3.63557 6.35084 -2.99194
H -3.35160 -6.04840 0.61892
O 0.62841 5.00381 -2.30935
C -2.10311 -1.13372 -4.08144
H -0.78260 0.39435 -0.85199
Cl -2.20395 0.24033 -2.95821
H -2.76449 -5.22938 2.07700
H -5.55561 -5.19533 -0.52084
H 0.13321 -2.14926 -1.62869
C 0.91181 1.96608 0.76503
C 0.84627 -2.77268 -2.16813
O -0.53567 6.56034 -3.46567
H 0.41650 -3.69860 -2.55034
H -4.71354 -4.18811 2.27811
Cl -1.80813 -0.70774 -5.69487
H 3.64064 -0.06531 4.25689
O 0.08627 0.86597 0.90671
C -5.65805 -4.96661 0.53996
C -4.48004 -4.35779 1.22702
H -5.77552 -5.90927 1.07447
O 1.94452 2.03842 1.37816
O 1.14404 -2.16519 -3.41863
H 1.37516 -1.55650 0.32036
H 1.77481 1.39920 4.13652
H 3.29304 5.09067 -1.87388
C -0.97212 2.46258 -0.40418
C 1.12568 0.53987 4.30474
C 1.51154 6.08865 -2.33951
O -2.50444 -2.00776 -0.40398
H -0.94400 2.76006 -1.45243
C 2.84103 -0.47238 6.98613
H 1.40265 7.06946 -4.24127
O -2.42095 -4.21955 0.24111
C 2.91187 5.56415 -2.77866
```

As for the total energy: -79682.491 eV. As for the energy above the lowest of the compared OMol25 structures with the same formula, charge and spin: 87.9 kcal per mole. The HOMO energy is -10.405 eV. Its net charge is 0.

2.
C20H29ClN2 | the ωB97M-V functional and the def2-TZVPD basis

Structure (XYZ):
```
52
C20H29ClN2 (the ωB97M-V functional and the def2-TZVPD basis)
H 5.51060 -1.02266 1.47229
C -4.74744 0.31892 -1.43678
C -1.19829 2.10024 0.01875
H 6.49871 -1.48863 -0.73624
C -9.70466 -0.90444 1.21364
H 6.84908 0.17693 2.07204
H -0.87658 2.14460 1.16488
H 9.40568 -0.59135 -0.21592
N -2.55358 1.44488 -0.10356
H 7.25359 0.23103 -0.91125
H 4.93884 1.79774 1.51374
Cl -11.53608 -2.84755 0.20797
C -9.05986 -2.38042 -0.94897
H 3.56088 -0.43096 0.12996
C 7.12534 -0.66954 -0.14054
H -8.02850 0.72054 2.03578
H 7.90864 -3.14589 -1.04438
H -5.23571 -0.00254 -2.45667
H -9.38930 -3.20035 -1.72420
H 9.12476 -3.60505 0.42221
C -3.21709 0.99318 -1.40326
C -8.24598 -0.10206 1.23058
C -3.33253 1.27944 1.21800
C 8.58045 -1.28799 0.29336
H 1.05962 1.13588 1.17880
H 8.77799 -1.31917 1.45390
H 1.41052 -0.19645 -0.22041
H 2.89101 2.52906 0.50177
H -2.60598 1.14844 -2.41780
H 0.41509 2.34447 -1.57061
H 9.74901 -2.73496 -1.14619
C -5.61354 0.14398 -0.03401
C 1.26094 0.96009 0.03283
H -2.82164 1.63559 2.23538
H 2.67363 2.27310 -1.35266
C -7.11738 -0.49511 0.08621
H 4.33856 0.51231 -1.41280
C -7.59071 -1.64869 -1.02164
C 3.94876 0.61146 -0.29058
C 6.20820 -0.12918 1.11835
C -0.01320 1.45059 -0.90548
C 2.68240 1.69532 -0.32292
H 5.94632 1.78547 -0.09028
H -10.51283 -0.66410 2.04562
H -0.35705 0.61654 -1.65192
C 5.22939 1.12258 0.59629
H -6.84512 -1.98616 -1.87108
H -5.38429 0.57529 2.39324
C -4.83762 0.64676 1.34426
C 8.83161 -2.79008 -0.39809
N -10.01398 -1.98904 0.16247
H -1.34067 3.23793 -0.31409
```

As for the total energy: -36677.247 eV. The HOMO energy is -13.070 eV. Its net charge is +2.

3.
C20H29ClN4O2 | the ωB97M-V functional and the def2-TZVPD basis

Structure (XYZ):
```
56
C20H29ClN4O2 (the ωB97M-V functional and the def2-TZVPD basis)
N 0.19468 1.25285 -0.29410
C -3.01363 -1.28506 -1.44244
C -5.46539 -4.02702 -0.72228
C -2.95779 -1.13739 1.36747
H -4.65290 -4.70594 -0.47918
C -4.19301 -1.57437 0.58749
C -1.87019 0.98892 1.06626
H -4.83275 -0.69428 0.39020
O 0.59061 -0.01327 1.54984
H 0.64246 1.73113 -1.06140
H -1.17431 -0.17372 -1.28548
H -2.35202 -2.01547 1.61358
C -4.90505 -2.77743 -1.39188
C 4.22769 -1.03264 -0.52794
C 3.05472 -1.48795 1.50604
H -5.71100 -2.03454 -1.53326
H 2.20278 -1.32397 2.14438
H 5.95480 -3.22588 1.35224
C 3.11413 -0.81090 0.28972
C -0.64109 4.78323 -0.58682
H -2.70581 -1.77914 -2.36754
C 4.06950 -2.34819 1.88054
N -3.78773 -2.21863 -0.64999
H -2.08804 1.80390 -1.58671
C -0.95872 1.94713 0.26301
H -4.52981 -3.05326 -2.38133
O -2.38451 1.38508 2.09603
H -0.10684 5.57831 -1.11134
H 1.16662 3.78865 0.04078
H -1.16037 -1.73844 -0.44668
C -1.76310 -0.84999 -0.67178
H 2.33171 0.46821 -1.05639
H -6.00372 -3.78589 0.18997
C 0.24746 4.17294 0.49215
H -1.52313 5.22308 -0.11740
H 0.14598 2.60337 1.98286
C 5.24223 -1.89142 -0.15507
H -0.21085 3.33488 -2.12166
C 0.95088 0.41333 0.47702
H -3.60550 -0.38722 -1.70734
H 0.53613 4.94066 1.21198
H -3.24038 -0.61845 2.28324
H -6.15304 -4.52760 -1.39920
C -1.80095 2.56883 -0.86285
H -1.36805 3.45924 1.72815
H 6.08696 -2.03838 -0.81037
Cl 4.34604 -0.20743 -2.05943
C -1.08219 3.71222 -1.57854
C -0.49081 3.05717 1.22191
H 4.00232 -2.86130 2.82749
N 2.13539 0.06917 -0.14638
H -2.71392 2.95579 -0.40608
H -1.75764 4.14527 -2.31941
H -4.75738 -2.28511 1.19069
N -2.15546 -0.23144 0.56890
C 5.16345 -2.55461 1.05786
```

As for the total energy: -43790.481 eV. As for the energy above the lowest of the compared OMol25 structures with the same formula, charge and spin: 0.0 kcal per mole. The HOMO energy is -8.527 eV. Its net charge is 0.

4.
C20H29CoN2 | the ωB97M-V functional and the def2-TZVPD basis

Structure (XYZ):
```
52
C20H29CoN2 (the ωB97M-V functional and the def2-TZVPD basis)
H 1.31916 -3.21559 0.94919
H 0.12996 3.80761 -0.36901
H -0.93634 -0.80719 -4.44211
C 1.72176 -0.67829 2.07389
H 0.83896 0.35191 5.89579
C -0.65044 -0.95339 -2.32201
C -0.91064 -2.03339 -0.33361
C 1.85336 -1.49099 -2.79171
C -0.11304 0.26111 2.64139
C 0.22346 0.49761 5.01729
C -1.61384 -1.30659 -1.37851
H -3.62514 -1.88159 -1.84111
H -1.77574 0.43331 -3.51931
H -1.39374 1.48011 6.05929
C 0.63506 4.42081 -2.37931
C -1.81814 1.32381 3.93899
C -3.07924 -1.03479 -1.41631
H -1.94394 1.02761 1.78469
C 0.43996 -2.31569 -0.79261
C 1.40806 -3.23959 -0.13581
C -1.35734 0.88211 2.68279
H -3.31364 -0.15989 -2.02131
C 0.45216 3.34021 -1.30851
H -1.96244 -3.70399 0.48539
H -0.03914 0.53371 -3.75511
H -0.35684 2.66161 -1.60881
H 0.92866 3.97641 -3.33781
H 2.73926 -1.78359 -2.23011
C 0.61626 -1.57609 -1.96071
H 2.54846 3.18391 -0.73321
H 1.24196 -4.27289 -0.45321
H 2.02596 -0.48129 -3.16581
H -0.28854 4.98731 -2.54011
N 1.80076 -0.51919 3.41699
H 2.05806 2.02961 -1.98171
H -2.77754 1.81811 4.01579
H -0.89084 -2.90559 1.63169
C -1.57854 -2.73199 0.80529
N 0.54816 -0.21729 1.57869
H 1.78646 -2.14499 -3.66471
C 0.64696 0.07871 3.75879
H 2.43906 -2.98649 -0.37871
Co -0.01204 -0.14979 -0.24431
H 2.50636 -1.11149 1.46949
H -2.41854 -2.15829 1.19429
C 1.73096 2.53221 -1.06371
H -3.48394 -0.85429 -0.42151
H 2.59426 -0.78469 4.04229
H 1.58066 1.76551 -0.29591
C -0.86204 -0.15689 -3.56681
H 1.41896 5.13051 -2.08921
C -1.03134 1.13211 5.10079
```

As for the total energy: -61801.451 eV. Its multiplicity is 5. As for the energy above the lowest of the compared OMol25 structures with the same formula, charge and spin: 0.0 kcal per mole. The HOMO energy (spin up / spin down) is -15.010 / -15.044 eV. Its net charge is +2.

5.
C20H29HfN3P2S | the ωB97M-V functional and the def2-TZVPD basis

Structure (XYZ):
```
56
C20H29HfN3P2S (the ωB97M-V functional and the def2-TZVPD basis)
H 1.03337 -3.06000 2.73595
C 2.49910 2.03713 -2.09564
C -1.31914 1.79419 -2.04657
P 0.08617 -2.26463 0.63881
C 1.31867 -3.15149 1.67240
C 0.07327 1.50788 -1.94359
H -2.76279 3.16267 -2.82949
H -3.66995 -0.36663 2.01389
H 1.41955 -4.21547 1.38916
H 4.94319 -1.93024 -2.91194
S -0.14162 0.09485 3.08031
H -1.80209 3.10195 0.68429
H 1.42960 4.20399 -3.52969
P -2.31137 0.75535 0.38613
C 0.64884 -2.56632 -1.11800
C -1.43013 -3.25983 0.80511
H 2.73544 2.37849 -1.05771
C -0.71073 3.80507 -3.24982
H 2.28533 -2.63915 1.55992
N 0.18739 1.14950 5.42417
C -3.76750 -0.22180 0.91991
C 2.72577 0.54116 -2.15319
H -2.16078 -2.94589 0.03837
H -3.38898 1.15759 -1.73643
C 4.03111 -1.45507 -2.55067
H 3.16085 2.54130 -2.81268
H -4.70491 0.32206 0.68302
H 1.80187 -0.25919 1.01399
C 3.90747 -0.05774 -2.61393
Hf 0.17106 0.21388 0.74834
C 3.00326 -2.26451 -2.03539
C -1.69222 2.94795 -2.72308
H -0.18951 -1.22724 6.40611
H -1.22259 -4.34352 0.72035
C -2.36758 0.84971 -1.46914
C 1.67745 -0.28425 -1.72102
H 4.69775 0.57562 -3.04918
H -1.86197 -3.03312 1.79607
C 1.05989 2.39697 -2.39214
H -1.03567 4.69460 -3.78991
C 0.66047 3.54634 -3.09146
H -3.74518 -1.21461 0.42924
C -0.00868 0.01221 4.75330
H 0.30116 1.95546 4.82006
H -0.24825 -2.35335 -1.72861
H -3.57436 2.86210 0.37638
H -2.20728 -0.18169 -1.82867
H 0.88866 -3.63770 -1.20652
N -0.16526 -1.14828 5.40120
C 1.80662 -1.69997 -1.60879
H 3.11114 -3.35321 -1.97826
H -2.83241 2.47808 2.00349
H 0.19471 1.22779 6.42703
H -0.31204 -1.95433 4.80650
N 0.45805 0.29876 -1.36995
C -2.68421 2.47661 0.90794
```

As for the total energy: -56386.899 eV. The HOMO energy is -12.629 eV. Its net charge is +2.

6.
C20H29N3O3S | the ωB97M-V functional and the def2-TZVPD basis

Structure (XYZ):
```
56
C20H29N3O3S (the ωB97M-V functional and the def2-TZVPD basis)
C -3.19964 0.55114 -0.41186
C -1.65250 -2.75469 -1.76407
H -2.00486 -3.78756 -1.71615
H -3.99661 1.01753 1.53993
H -0.76773 -2.97165 -3.71666
H 2.54041 1.18452 4.77965
C -1.03230 -0.87553 -3.28524
H -2.98579 1.58132 -0.70057
C 1.45176 -1.45358 0.33262
C -3.14849 0.47154 1.11398
C 0.47080 1.43066 4.25720
C 2.14270 0.13323 2.98270
H 1.08292 -0.74824 -0.41552
O 1.92374 -0.97745 3.43940
H -0.67970 -2.70965 -1.27214
H 3.13925 -1.68679 1.64700
H 0.47702 1.97045 -0.61318
H 3.82182 1.88893 1.24934
H -2.44974 -2.42965 -3.73853
H 2.27600 2.28337 3.41398
H -0.92894 -0.56277 -4.32693
C 1.40817 1.75486 -1.10678
N -1.11733 1.91989 1.08632
H 0.28671 2.30588 4.88492
H -1.68399 1.06886 -2.61394
O -1.48122 0.76158 2.90268
H -0.05245 -0.79028 -2.81051
C 1.55930 1.68053 -2.51012
H 0.70263 -1.55125 1.13057
H 3.23274 1.30717 -3.87621
C -2.64163 -1.84367 -1.04148
H -2.73392 -2.16680 -0.00243
H 0.75297 1.82303 -3.20636
H -2.99509 -0.02085 -3.07360
C -2.19897 -0.38058 -1.10642
H 0.18386 0.53281 4.80697
H 3.50248 -0.76065 0.17148
C 2.79059 1.57295 1.04154
C -0.36150 1.50549 3.03277
N 2.54241 0.29072 1.70070
H -1.22999 -0.28201 -0.60773
H -4.21035 0.30579 -0.74397
H 2.08669 2.30646 1.44159
C 2.57218 1.53895 -0.43512
C 2.75850 -0.93234 0.94970
C 2.83482 1.41650 -2.88708
N -0.13118 2.20036 1.96888
C -1.49377 -2.32677 -3.21849
H 1.94307 -3.33003 0.29156
C -1.90570 1.06917 1.65359
C -2.02677 0.03313 -2.56926
S 3.88538 1.25287 -1.53841
H -3.62608 -1.93832 -1.50833
O 1.62922 -2.67323 -0.34049
H -3.21702 -0.56016 1.46415
C 1.95510 1.35479 3.87437
```

As for the total energy: -42659.180 eV. As for the energy above the lowest of the compared OMol25 structures with the same formula, charge and spin: 19.2 kcal per mole. The HOMO energy is -8.863 eV. Its net charge is 0.

7.
C20H29N3O3S | the ωB97M-V functional and the def2-TZVPD basis

Structure (XYZ):
```
56
C20H29N3O3S (the ωB97M-V functional and the def2-TZVPD basis)
H -4.48377 -1.95943 2.85582
H -5.90024 -4.63425 3.45968
H -6.15574 -1.86559 0.95890
H -1.67197 -1.62320 -0.60528
H -0.23674 2.69023 -3.10089
C 2.73623 0.90250 -0.27533
H -6.73329 -3.12325 3.09048
H 2.83528 0.28169 0.59997
H -2.92892 1.06493 0.13235
C -2.55589 -0.97793 -0.46183
C -2.98349 -2.43949 1.40480
C 2.32568 2.45395 -2.52010
O 5.12827 1.14834 -0.57465
C -2.10986 0.34622 0.17501
H 5.83173 2.21440 1.81212
H 6.45331 0.18394 0.54464
H -1.81813 0.17982 1.21223
C 1.23066 1.92356 -1.85409
C 5.93201 4.09555 -1.32658
C 1.43481 1.14758 -0.71234
O 0.40221 -0.09476 1.01334
H -6.45061 -3.30675 -0.02668
C 5.89170 3.04196 -2.42668
H -2.20375 -1.87325 1.91737
H -4.12354 -3.24745 -0.85793
S -2.64312 1.96583 -2.27067
H -3.61403 -3.46598 3.18730
C 0.29990 0.58907 0.01535
H 5.46409 0.76729 2.75824
O 4.56950 2.78228 -2.87518
C 5.19748 1.33280 1.87003
C 5.39943 0.46216 0.63430
H -4.74069 -4.54653 1.26620
H -7.06578 -4.56929 2.13582
C -1.15520 1.64107 -1.64037
C 3.62636 2.22237 -2.08567
H 5.43947 3.72923 -0.42978
H 6.96483 4.33236 -1.08744
H -2.51416 -3.34348 0.97089
N -0.95600 0.90101 -0.50966
N -0.05874 2.14058 -2.27061
C -4.55808 -2.34769 -0.38191
C -6.28693 -4.01407 2.65394
H 4.80539 -0.45625 0.69896
C 3.83741 1.40933 -0.93828
H -2.97994 -0.76151 -1.44500
H 4.16274 1.65463 1.95768
C -5.16981 -3.63016 1.68942
H 5.42811 5.00129 -1.65621
N -3.56183 -1.60650 0.36679
C -5.69560 -2.76438 0.54565
H 2.19261 3.06241 -3.40053
H -4.94866 -1.69979 -1.17031
H 6.39330 3.41568 -3.32377
C -4.06073 -2.85592 2.39993
H 6.38273 2.12284 -2.09944
```

As for the total energy: -42659.770 eV. As for the energy above the lowest of the compared OMol25 structures with the same formula, charge and spin: 5.6 kcal per mole. The HOMO energy is -8.013 eV. Its net charge is 0.

8.
C20H29N3O3S | the ωB97M-V functional and the def2-TZVPD basis

Structure (XYZ):
```
56
C20H29N3O3S (the ωB97M-V functional and the def2-TZVPD basis)
C 0.31805 -0.09201 1.85596
H -0.19295 2.60891 -2.17336
N -0.97335 -0.05170 1.71008
H 2.33092 1.79539 -0.64100
C -0.03248 -3.58634 1.22721
H 3.01001 1.55231 -3.45751
H -0.43957 2.41106 2.20635
H 1.03321 -3.79270 1.17547
H -2.89056 -2.72035 0.93671
C 2.56314 0.86650 2.23677
H 2.13685 -0.60145 -1.91371
H 0.60354 -1.89451 -3.38643
H 0.63499 -2.61556 -1.76613
H 0.56246 1.89173 -4.13023
C -2.76415 -1.66406 1.15380
C 1.04985 -0.47608 -1.80322
H 1.01390 4.36339 2.66779
N 0.52833 0.70336 -2.45746
H -3.39213 -1.37162 1.99528
C 3.37039 1.95767 2.48859
H -0.45783 -4.14097 2.06372
H 3.21227 5.13957 3.53186
H 1.45531 3.30331 -0.40569
H 2.99366 -0.11641 2.11521
H 3.94411 4.90284 1.94744
C -3.33617 -2.00392 -1.57758
S -3.46220 -0.66380 -0.28613
C 2.46312 0.87973 -4.11176
N -1.08339 -1.54346 -2.21754
H -0.51296 -3.92760 0.31097
H -3.98873 -2.82120 -1.28079
O -2.46468 0.32438 -0.69053
H 2.23484 2.97980 -1.95355
C 0.34389 -1.72917 -2.33506
C 1.18280 1.02952 2.13613
O 0.82391 -1.33867 1.69457
H 0.83308 -0.38061 -0.73903
H 2.85961 -0.12491 -3.98568
C 1.69004 2.52650 -1.12876
C -0.24055 -2.13008 1.41141
C 0.62935 2.30020 2.29307
C -1.35453 -1.32965 1.41783
C 3.70926 4.41283 2.89322
H 4.64501 4.11280 3.35880
O -1.57746 -3.62221 -1.46151
C 2.82745 3.22770 2.64685
H -0.20628 1.57579 -0.74859
H 0.47168 0.16142 -4.45259
H -1.37080 -0.56810 -2.21618
H 2.63648 1.18278 -5.14162
C 0.95558 0.91961 -3.82459
C 0.39176 1.87244 -1.61512
C 1.44738 3.38082 2.54656
H -3.69860 -1.54627 -2.49698
C -1.90931 -2.48053 -1.73671
H 4.44031 1.82379 2.56377
```

As for the total energy: -42658.832 eV. As for the energy above the lowest of the compared OMol25 structures with the same formula, charge and spin: 27.2 kcal per mole. The HOMO energy is -7.922 eV. Its net charge is 0.

Question: Which formula does entry 7 have?
Answer: C20H29N3O3S